51
Properties=species:S:1:pos:R:3:mulliken_charge:R:1 method="wB97M-V/def2-TZVPD" e_above_lowest_ev=0.128 homo_ev=-7.00 lumo_ev=-0.1 max_force_ev_per_a=0.4 total_energy_ha=-1368.36708
Ag 0.492 1.149 -0.934 0.10
O 1.471 2.074 -3.065 -0.48
C 0.458 2.886 -3.671 -0.53
C 0.448 4.313 -3.146 -0.56
C 0.248 4.412 -1.626 -0.93
C -1.127 3.977 -1.192 0.79
C -2.210 4.848 -1.273 -0.64
C -3.464 4.412 -0.886 -0.35
C -3.612 3.111 -0.430 -0.74
C -2.493 2.302 -0.386 -0.29
N -1.279 2.720 -0.755 0.11
H 2.340 2.418 -3.298 0.29
H -0.486 2.389 -3.444 0.29
H 0.578 2.890 -4.756 0.36
H -0.353 4.854 -3.659 0.37
H 1.385 4.806 -3.418 0.35
H 0.418 5.442 -1.309 0.41
H 0.983 3.786 -1.118 0.12
H -2.058 5.859 -1.632 0.39
H -4.316 5.079 -0.935 0.40
H -4.573 2.728 -0.115 0.40
H -2.553 1.272 -0.050 0.39
N 0.892 -7.728 4.609 -0.53
C 0.850 -6.757 3.995 -0.08
C 0.799 -5.537 3.223 0.59
C 1.919 -5.119 2.509 -0.86
C 1.868 -3.946 1.776 0.03
C 0.702 -3.188 1.738 -0.43
C -0.413 -3.614 2.451 0.02
C -0.369 -4.780 3.196 -0.83
C 0.652 -1.924 0.934 0.09
C 1.374 -0.853 1.477 0.25
C 2.018 -0.862 2.753 -0.43
C 2.603 0.371 2.915 -0.91
C 2.303 1.095 1.733 -0.33
N 1.575 0.388 0.883 0.01
C -0.115 -2.004 -0.234 0.20
C -0.732 -3.194 -0.731 -0.51
C -1.371 -2.853 -1.898 -1.01
C -1.148 -1.460 -2.062 -0.45
N -0.407 -0.952 -1.093 0.34
H 2.822 -5.713 2.537 0.44
H 2.737 -3.609 1.225 0.48
H -1.320 -3.022 2.415 0.48
H -1.233 -5.109 3.756 0.44
H 2.027 -1.686 3.450 0.48
H 3.177 0.727 3.757 0.41
H 2.612 2.103 1.489 0.48
H -0.674 -4.172 -0.279 0.48
H -1.934 -3.495 -2.559 0.43
H -1.512 -0.832 -2.867 0.47



18
Properties=species:S:1:pos:R:3:lowdin_spin:R:1 method="wB97M-V/def2-TZVPD" e_above_lowest_ev=2.015 multiplicity=3 homo_ev="-3.51 / -9.58" lumo_ev="1.0 / -2.7" max_force_ev_per_a=5.5 s2=2.01 total_energy_ha=-969.77874
C -1.679 -1.061 -1.927 0.01
C -1.308 -0.315 -0.680 0.02
C 0.254 -0.043 -0.614 0.17
N 0.143 1.540 1.718 0.11
N 2.588 0.375 0.833 0.06
P 1.015 0.014 1.163 0.43
S 0.840 -1.279 2.626 1.12
H -0.804 -1.015 -2.734 0.00
H -1.680 -2.033 -1.573 0.00
H -2.589 -0.783 -2.506 0.00
H -1.555 -0.845 0.211 0.01
H -1.996 0.612 -0.727 0.00
H 0.725 -0.698 -1.280 0.00
H 0.515 1.036 -0.856 0.03
H 0.391 1.627 2.719 0.00
H -0.830 1.518 1.661 0.00
H 3.346 -0.075 1.191 0.00
H 2.622 1.427 0.775 0.03



132
Properties=species:S:1:pos:R:3:mulliken_charge:R:1 method="wB97M-V/def2-TZVPD" homo_ev=-7.62 lumo_ev=-1.2 max_force_ev_per_a=8.6 total_energy_ha=-54730.65053
C -3.923 2.416 3.101 -0.68
C -5.526 2.082 3.025 0.12
Br -6.794 3.040 4.263 -0.18
C -6.069 1.110 2.038 -0.13
Br -8.083 0.787 1.978 -0.14
P -4.913 0.172 0.781 0.76
F -5.414 1.408 -0.408 -0.57
C -5.803 -1.149 -0.304 -0.81
C -4.792 -2.084 -1.193 0.10
C -5.038 -3.683 -0.775 -0.31
S -3.651 -4.780 -1.400 -0.15
C -2.842 -5.741 0.026 -0.13
S -3.590 -7.182 0.542 -0.12
N -1.593 -5.281 0.745 0.36
C -1.586 -5.156 2.270 -0.34
C -0.126 -4.585 2.750 -0.22
N 0.647 -4.465 1.454 -0.19
C -0.220 -4.871 0.249 -0.34
O -3.222 0.550 0.572 -0.11
C -2.903 0.944 -0.809 -0.22
C -1.274 0.625 -1.006 0.81
C -1.000 -0.312 -2.323 -1.18
C -0.511 2.080 -1.277 -0.20
C 1.066 2.053 -0.738 0.38
C 1.620 3.591 -0.491 -0.64
C 1.985 1.368 -1.910 -0.59
P -4.302 -1.298 2.293 0.10
C -5.833 -2.321 2.924 -0.80
O -3.180 -2.450 1.567 -0.29
H -3.376 1.447 3.532 0.26
H -3.650 3.285 3.872 0.38
H -3.428 2.724 2.086 0.11
H -6.446 -0.521 -1.090 0.37
H -6.594 -1.791 0.294 0.43
H -4.973 -2.017 -2.362 0.41
H -3.650 -1.854 -0.932 -0.13
H -6.086 -3.974 -1.252 0.45
H -5.152 -3.798 0.392 -0.21
H -2.558 -5.448 2.855 0.34
H 0.155 -4.356 3.864 0.28
H 0.096 -4.888 -0.899 0.27
H -3.448 0.329 -1.642 0.22
H -3.028 2.083 -1.045 -0.24
H -0.883 0.133 0.007 0.25
H -0.801 0.412 -3.245 0.26
H -0.069 -1.004 -2.167 0.15
H -1.950 -0.951 -2.611 0.35
H -1.053 2.880 -0.579 0.29
H -0.609 2.414 -2.395 -0.50
H 1.046 1.409 0.246 0.35
H 0.863 4.398 -0.934 0.21
H 2.663 3.714 -1.055 -0.06
H 1.850 3.813 0.649 0.24
H 1.673 1.834 -2.940 0.17
H 1.768 0.215 -1.889 -0.11
H 3.119 1.602 -1.627 0.18
H -5.630 -2.519 4.084 0.32
H -6.834 -1.719 2.875 0.18
H -5.926 -3.369 2.395 0.28
H -2.294 -1.969 1.418 0.17
Br 3.542 -2.516 -0.372 -0.12
C 4.570 -3.695 0.794 -0.35
C 5.144 -4.861 0.023 -0.47
Br 3.778 -6.202 -0.349 -0.14
H 3.907 -3.997 1.609 0.11
H 5.371 -3.067 1.197 0.37
H 5.899 -5.382 0.619 0.37
H 5.580 -4.574 -0.937 0.17
Br -0.285 -3.596 7.196 -0.15
C 1.635 -3.935 7.222 -0.57
C 2.351 -3.113 6.175 -0.55
Br 2.106 -3.872 4.395 -0.12
H 1.771 -5.013 7.096 0.35
H 1.960 -3.648 8.226 0.35
H 3.431 -3.129 6.345 0.33
H 2.009 -2.076 6.130 0.39
Br -1.031 -7.260 5.335 -0.08
C -1.434 -9.136 4.981 -0.61
C -2.480 -9.275 3.899 -0.43
Br -4.262 -8.884 4.586 -0.13
H -1.731 -9.584 5.933 0.38
H -0.485 -9.574 4.659 0.34
H -2.532 -10.309 3.546 0.35
H -2.313 -8.612 3.046 0.19
Br 5.899 5.201 0.086 -0.15
C 6.442 5.365 -1.780 -0.40
C 5.299 5.039 -2.714 -0.37
Br 5.009 3.115 -2.829 -0.10
H 7.313 4.717 -1.917 0.35
H 6.749 6.408 -1.895 0.28
H 5.535 5.353 -3.734 0.36
H 4.350 5.489 -2.410 0.09
Br -1.320 3.890 -4.559 -0.11
C -2.743 5.184 -4.234 -0.59
C -3.439 4.912 -2.920 -0.55
Br -4.664 3.403 -3.069 -0.09
H -3.414 5.145 -5.097 0.36
H -2.243 6.156 -4.212 0.35
H -4.067 5.761 -2.634 0.40
H -2.749 4.685 -2.103 0.25
Br 5.759 8.062 -4.344 -0.12
C 4.336 9.356 -4.019 -0.52
C 3.640 9.085 -2.705 -0.63
Br 2.415 7.575 -2.854 -0.12
H 3.665 9.317 -4.882 0.36
H 4.836 10.328 -3.997 0.34
H 3.012 9.933 -2.420 0.35
H 4.330 8.858 -1.888 0.37
Br 6.334 0.197 -5.978 -0.15
C 8.128 0.262 -5.215 -0.48
C 8.377 1.578 -4.514 -0.28
Br 8.727 3.005 -5.796 -0.15
H 8.830 0.065 -6.030 0.41
H 8.163 -0.567 -4.502 0.19
H 9.279 1.522 -3.898 0.33
H 7.538 1.904 -3.893 0.08
Br 10.731 -2.314 -3.891 -0.14
C 10.367 -4.144 -4.461 -0.56
C 8.884 -4.375 -4.644 -0.57
Br 7.987 -4.590 -2.926 -0.11
H 10.821 -4.806 -3.719 0.37
H 10.894 -4.255 -5.412 0.35
H 8.704 -5.312 -5.178 0.37
H 8.379 -3.560 -5.168 0.33
Br -8.712 7.073 3.384 -0.11
C -10.064 5.898 4.155 -0.52
C -10.373 6.283 5.583 -0.56
Br -8.968 5.683 6.796 -0.14
H -9.694 4.874 4.052 0.28
H -10.946 6.026 3.522 0.34
H -11.281 5.781 5.930 0.34
H -10.481 7.361 5.728 0.37



11
Properties=species:S:1:pos:R:3:mulliken_charge:R:1 method="wB97M-V/def2-TZVPD" e_above_lowest_ev=0.000 homo_ev=-7.77 lumo_ev=-0.3 max_force_ev_per_a=0.4 total_energy_ha=-2810.97357
Li -12.755 13.888 -18.400 0.70
Br -11.950 16.137 -18.059 -0.83
O -14.246 13.620 -19.670 -0.56
H -14.826 14.370 -19.847 0.30
H -14.448 12.946 -20.325 0.29
O -13.509 13.555 -16.405 -0.58
H -14.312 13.981 -16.084 0.31
H -12.841 13.789 -15.749 0.33
O -11.549 12.370 -18.570 -0.56
H -11.645 11.423 -18.701 0.28
H -10.640 12.528 -18.288 0.31